53
Properties=species:S:1:pos:R:3:forces:R:3:lowdin_charge:R:1 method="wB97M-V/def2-TZVPD" energy_ev=-51830.4777 de_lowest_ev=20.143 charge=0
C 3.158143 -0.758681 1.314241 -2.0 4.3 0.0 0.03
H 2.570364 -0.905639 2.258896 1.0 -0.3 -0.7 0.10
O 2.375257 0.386599 0.579680 2.2 -0.8 1.0 -0.24
C 2.433741 1.575634 1.403477 0.8 1.5 -3.3 -0.20
C 1.821735 2.821639 0.631748 -6.1 -14.2 3.7 -0.01
C 0.544176 2.062593 -0.001801 -2.8 6.4 3.5 -0.15
N -0.263445 1.335437 1.046336 -2.2 14.2 -0.9 0.06
C -1.614400 1.989007 1.150312 4.7 -9.4 5.3 -0.91
N -2.264257 1.298009 2.140771 -1.6 -2.7 4.1 -0.05
C -3.750419 1.324781 2.331357 5.8 -3.6 -12.1 -0.08
H -4.122730 1.457937 3.129966 -4.2 2.4 11.0 0.00
C -4.266355 -0.104645 1.750215 2.3 0.5 11.2 -0.18
N -3.172650 -0.757568 1.435884 1.9 -4.1 -6.9 -0.19
C -2.895589 -0.708856 0.056975 4.5 -0.1 3.0 -0.55
N -1.620198 -0.780535 -0.401961 -1.4 -4.2 10.7 0.08
C -1.414052 -0.663289 -1.598808 -2.9 3.8 -6.3 -0.45
C -2.551163 0.000781 -2.076285 -0.9 1.0 -8.0 -0.38
S -3.859031 -0.025747 -1.051720 -1.9 1.0 -1.4 1.12
H -2.902598 0.338960 -3.307047 1.4 -1.2 3.9 0.16
C -0.186808 -0.858066 -2.267505 -1.4 5.5 -6.9 -0.11
C 0.799445 -1.487694 -1.736698 3.8 -6.3 5.3 -0.03
C 2.058393 -1.945746 -2.268845 -1.5 3.6 -0.9 -0.15
C 2.284437 -1.180122 -3.466463 6.2 -7.6 5.6 -0.11
C 1.427320 -0.445507 -3.988860 -9.6 11.9 -7.3 -0.18
C 0.073236 0.056170 -3.721192 9.8 -12.7 9.0 0.18
H -0.635331 0.607555 -3.930443 -6.2 5.7 -3.0 -0.03
H 1.762383 0.336580 -4.794425 0.3 -2.1 0.8 0.14
H 3.195894 -1.229892 -3.984202 1.4 -0.2 -0.4 0.10
O 2.931977 -2.681075 -1.498120 -6.1 1.6 0.4 -0.07
C 4.133314 -2.825424 -1.974857 3.0 1.6 -6.3 -0.17
H 4.651412 -1.863223 -2.196410 0.2 -0.2 1.3 0.11
H 4.159042 -3.136513 -3.114916 -0.3 -0.5 1.9 0.13
H 4.574296 -3.508277 -1.367965 2.2 -1.8 1.4 0.07
H 0.595555 -1.995366 -0.684194 0.2 1.2 -2.0 0.17
C -2.140437 -1.193832 2.350749 -1.8 -1.0 -6.0 -0.18
H -1.530520 -1.792505 1.671681 1.0 0.5 0.8 0.15
H -2.616109 -1.748834 2.982275 -2.9 -4.6 3.7 0.07
C -1.782775 -0.108312 3.100080 7.1 7.5 -5.5 0.02
H -2.187404 0.158409 3.955166 -1.8 0.7 4.1 0.07
H -0.655667 0.031994 2.959225 -1.3 0.1 1.5 0.14
H -5.153272 -0.109917 1.378724 -5.0 -0.2 -3.9 0.03
H -4.608148 -0.911081 2.820631 0.3 2.6 -2.1 0.20
H -3.975576 2.006463 1.580758 -1.4 1.7 -0.8 0.03
S -2.160877 3.286537 0.650898 -2.5 6.9 -3.5 0.86
H -0.119720 0.483890 0.950310 0.4 -10.0 -1.0 -0.03
H -0.194267 3.001924 -0.407491 2.1 -2.9 0.7 0.09
H 0.696041 1.393314 -0.702232 1.4 -2.8 -3.8 0.03
H 2.358914 3.037853 -0.040003 7.7 3.4 -9.2 0.00
H 1.449070 3.495971 1.133820 -3.2 6.9 5.5 0.03
H 1.981363 1.194624 2.219583 -1.8 0.2 3.4 0.06
H 3.419534 1.899274 1.609278 1.6 -0.4 0.5 0.10
H 4.204613 -0.417556 1.431585 -0.6 -0.5 0.2 0.09
H 2.984144 -1.438031 0.557825 0.2 -2.3 -0.9 0.02